# 1
{"formula": "C22H17Cl3N4O3", "method": "wB97M-V/def2-TZVPD", "smiles": "CC(C)(C)c1nnc(-c2nn(-c3ccc(Cl)cc3Cl)c(-c3ccc(Cl)cc3)c2C(=O)O)o1", "molar_mass_g_mol": 491.8, "homo_energy_ev": -8.95, "spin_multiplicity": 1, "gap_ev": 8.882, "charge": 0, "fmax_ev_per_a": 2.93, "elements": ["Cl", "C", "O", "H", "C", "C", "C", "C", "H", "O", "C", "H", "C", "C", "H", "H", "H", "H", "N", "C", "H", "N", "N", "H", "C", "C", "H", "C", "C", "Cl", "C", "C", "C", "H", "C", "O", "H", "C", "N", "H", "H", "C", "C", "H", "H", "C", "C", "Cl", "H"], "positions_angstrom": [[6.112, 1.897, 3.694], [3.421, 1.346, 3.368], [0.000, 2.387, -0.351], [-6.975, 1.690, -1.239], [3.132, -3.138, 0.890], [0.239, 0.209, 0.509], [-0.116, 1.605, 0.726], [4.419, -4.373, -0.812], [-4.700, 2.194, 0.800], [-0.462, 2.001, 1.839], [-4.736, 2.411, -2.599], [4.805, -4.446, 1.309], [-0.541, -0.665, -0.289], [4.877, 0.843, 1.517], [-0.341, 3.218, -0.042], [5.829, 0.813, 1.006], [-6.148, 0.618, -0.003], [-5.552, 3.392, -0.189], [1.278, -1.698, 0.142], [-6.157, 0.997, -1.025], [3.983, -0.259, -0.065], [0.094, -1.795, -0.515], [-2.575, -1.167, -1.595], [3.637, -4.109, -2.814], [2.537, 0.204, 1.416], [-1.880, -0.362, -0.826], [-5.115, 1.774, -3.422], [1.405, -0.454, 0.755], [2.494, -2.994, -1.465], [5.631, -5.605, -1.186], [2.293, -2.616, -0.124], [4.170, -4.040, 0.520], [2.342, 0.762, 2.690], [1.389, 0.776, 3.188], [3.825, 0.193, 0.870], [-2.612, 0.768, -0.530], [-3.768, 3.265, -0.242], [-3.739, 0.573, -1.219], [-3.755, -0.562, -1.850], [3.250, 1.791, 4.336], [-6.328, 0.185, -1.706], [3.518, -3.855, -1.768], [4.690, 1.362, 2.777], [-3.716, 2.756, -2.801], [-5.391, 3.280, -2.581], [-4.708, 2.696, -0.163], [-4.810, 1.643, -1.282], [2.859, -2.866, 2.628], [1.895, -2.644, -2.278]], "mulliken_charge": [-0.2182, -0.8358, -0.4376, 0.4295, 0.5691, 1.1108, -0.2233, -0.0353, 0.4144, -0.5841, -1.6788, 0.3814, 0.8150, -0.8582, 0.3923, 0.4125, 0.4045, 0.4166, 0.8294, -1.7496, 0.5474, -1.2513, -0.5569, 0.3764, -0.1836, 0.2309, 0.3929, 0.1548, -0.5254, -0.1979, 0.0205, -0.4215, -0.1924, 0.5609, -0.1635, -0.2339, 0.2950, 0.0827, -0.4495, 0.4257, 0.4053, -0.4661, 0.2763, 0.3605, 0.4184, -1.6208, 1.8402, -0.1741, 0.4946]}



# 2
{"formula": "C22H17ClCo2O10", "method": "wB97M-V/def2-TZVPD", "molar_mass_g_mol": 594.7, "homo_energy_ev": -0.04, "e_above_lowest_kj_mol": 278.9, "spin_multiplicity": 1, "gap_ev": 4.631, "charge": -2, "fmax_ev_per_a": 5.03, "elements": ["H", "C", "H", "H", "O", "H", "H", "C", "C", "H", "O", "H", "C", "C", "H", "C", "C", "Cl", "H", "C", "H", "C", "O", "C", "C", "H", "C", "O", "H", "C", "C", "O", "C", "C", "H", "Co", "C", "H", "H", "C", "O", "Co", "C", "H", "O", "C", "C", "O", "O", "H", "O", "C"], "positions_angstrom": [[-5.785, -1.741, 0.360], [-2.185, -1.242, -0.824], [1.418, -1.144, -2.287], [-5.717, 1.506, 0.642], [-0.637, -0.560, 1.724], [-6.093, 1.691, -1.076], [6.176, 0.165, 4.422], [0.981, 2.346, -0.315], [2.054, -2.942, 1.305], [-3.715, -3.365, -1.203], [-1.577, -2.281, -0.458], [6.906, -1.016, 2.344], [1.966, 2.089, -2.784], [2.470, 0.132, -0.891], [-6.020, -3.395, -0.222], [-4.176, 2.482, -0.501], [-2.296, 1.283, -1.226], [-0.543, -0.066, -2.618], [-6.176, 3.097, -0.020], [4.436, 1.039, 3.487], [-3.628, -2.938, 0.534], [0.042, -1.154, 0.994], [2.625, -3.388, 2.215], [3.301, 0.720, -0.036], [6.008, -0.396, 2.331], [5.575, -0.807, 0.237], [-5.507, -2.454, -0.417], [0.038, 2.624, 0.289], [-4.084, 2.992, -1.467], [3.668, 3.251, -1.185], [-1.558, -0.008, -1.284], [-0.281, -4.159, -1.747], [2.024, -1.156, -1.364], [-4.020, -2.634, -0.443], [-3.719, 3.097, 0.286], [2.502, 1.912, -1.126], [-5.621, 2.176, -0.215], [4.092, 1.536, 4.392], [2.896, -1.835, -1.481], [5.284, -0.264, 1.145], [-3.449, 1.226, -0.529], [1.106, -2.203, 0.033], [5.601, 0.266, 3.498], [2.765, 1.759, 2.314], [1.683, 2.291, -3.887], [3.698, 1.185, 2.317], [4.125, 0.555, 1.121], [4.413, 4.118, -1.353], [-3.513, -1.315, -0.804], [-5.867, -2.057, -1.367], [-1.885, 2.309, -1.758], [0.202, -3.325, -1.103]], "mulliken_charge": [0.2479, -0.3803, 0.3238, 0.2481, -0.5028, 0.2605, 0.3262, 0.1808, 0.0828, 0.2604, -0.8000, 0.3271, 0.0679, -0.9161, 0.4189, -0.2281, -0.2094, -0.3464, 0.4057, -0.5400, 0.2567, 0.6471, -0.4295, -0.2783, -0.4749, 0.3802, -1.2280, -0.3820, 0.2980, 0.1277, 1.7453, -0.4589, -0.0922, -0.1223, 0.2575, -0.0232, -1.1391, 0.3385, 0.5937, -0.2704, -0.2469, -0.0031, -0.3789, 0.3729, -0.4444, -0.4126, 0.9456, -0.4618, -0.2562, 0.2827, -0.7523, 0.3822]}